(1)
C3HFKO | ωB97M-V/def2-TZVPD

Last column: Mulliken charge in e.
Positions of all 7 atoms, in Å:
O (1.5204, 1.9324, -0.7664)  -0.6692
C (0.3799, 1.4554, -0.6870)  0.4439
C (-0.4646, 0.3927, -0.5044)  -0.4209
C (-1.0572, 1.6274, -0.3446)  -0.4607
H (-0.7479, -0.3936, 0.2596)  0.1625
F (-5.4630, 3.7746, -1.5118)  -0.9265
K (-3.5232, 2.7645, -0.8851)  0.8709

Forces on the atoms, in the same order (eV/Å):
-0.947 -0.434 -0.251
0.374 1.218 0.234
-1.016 -1.358 2.876
1.176 0.734 -1.130
0.619 -0.308 -1.694
-0.348 0.153 -0.090
0.144 -0.005 0.055

- LUMO energy: 2.71 eV
- Energy relative to the best compared isomer or geometry (same formula, charge and spin): 0.0 kJ/mol
- Gap between HOMO and LUMO: 6.4 eV
- Total charge: -1
- HOMO: -0.134 Ha

***

(2)
C14H16O | ωB97M-V/def2-TZVPD

Last column: Mulliken charge in e.
Positions of all 31 atoms, in Å:
C (1.9318, 2.9939, 1.0259)  -1.6516
C (-1.3911, 2.1214, -1.5370)  0.7229
C (-0.5458, 3.2436, -1.7280)  -0.6975
C (-1.2129, 1.3102, -0.4220)  -0.8416
C (0.5328, 3.4808, -0.9834)  -0.4080
C (-0.0305, 1.5501, 0.3883)  -0.2876
C (0.7768, 2.6977, 0.1639)  0.4742
O (-2.4835, 1.8205, -2.2386)  -0.5354
H (-0.7071, 3.7217, -2.6596)  0.3858
H (-3.2092, 2.4047, -2.2466)  0.3215
H (-1.8836, 0.4868, -0.1890)  0.5422
H (1.3236, 4.1701, -1.2086)  0.3579
H (-0.1686, 0.7680, 1.2315)  0.4151
H (1.7078, 3.9583, 1.4078)  0.4374
H (2.6365, 3.3313, 0.3300)  0.4206
H (2.2933, 2.3092, 1.8108)  0.3214
C (1.2989, -2.7703, 2.2799)  -1.4306
C (-1.1092, -2.6336, -1.2026)  -0.2618
C (-0.4538, -1.5115, -0.9249)  -0.5332
C (-1.0975, -3.7712, -0.4140)  -0.4986
C (0.4925, -1.5768, 0.1573)  -0.5943
C (-0.3083, -3.7964, 0.6762)  -0.2261
C (0.4948, -2.7079, 1.0572)  0.7242
H (-1.8694, -2.5271, -2.1154)  0.1725
H (-0.4545, -0.5859, -1.5714)  0.5220
H (-1.8015, -4.5937, -0.6140)  0.3354
H (1.2410, -0.8203, 0.3612)  0.4957
H (-0.2371, -4.7577, 1.2266)  0.3137
H (1.9288, -3.6883, 2.3454)  0.3211
H (0.4074, -2.6489, 3.0751)  0.2378
H (1.8976, -1.9787, 2.5182)  0.4450

Forces on the atoms, in the same order (eV/Å):
-0.277 0.539 0.304
0.400 0.586 3.211
-1.985 -1.763 -2.147
2.634 1.439 0.174
1.505 -0.820 2.365
-3.136 -0.484 0.103
-1.422 -3.291 0.360
-0.180 -1.627 -2.222
-0.096 0.905 -0.695
-0.846 1.472 0.180
0.112 0.312 -0.152
-0.176 0.702 -0.387
1.690 1.914 -0.799
-0.301 0.877 1.457
2.190 -0.265 -0.788
-0.368 0.190 -0.724
-2.918 -1.946 1.931
-4.394 -0.496 -3.408
3.847 2.190 0.970
-1.253 -0.296 -0.965
-0.759 -1.606 1.069
1.152 -1.059 1.769
-0.162 1.481 -3.525
1.659 -0.696 1.991
-0.121 -1.501 0.743
0.656 0.336 -0.118
-0.339 0.274 -0.142
-0.161 0.847 0.016
-0.917 0.429 0.352
2.306 -1.015 -0.911
1.662 2.372 -0.010

- LUMO energy: 0.82 eV
- Energy relative to the best compared isomer or geometry (same formula, charge and spin): 277.7 kJ/mol
- Gap between HOMO and LUMO: 9.2 eV
- HOMO: -0.307 Ha
- SMILES: Cc1ccc(O)cc1.Cc1ccccc1

***

(3)
C18H35IInN2O4S | ωB97M-V/def2-TZVPD

Last column: Mulliken charge in e.
Positions of all 62 atoms, in Å:
N (4.5752, -1.1820, 1.7439)  -0.7113
In (4.5903, -1.1459, -0.3904)  0.6881
I (2.1722, -2.2551, -1.3668)  -0.5219
C (4.8748, 0.9119, -1.2519)  -1.0847
C (3.9295, 1.9701, -0.5363)  -0.5511
C (2.5467, 2.0947, -1.2904)  -0.4580
C (1.4168, 2.5581, -0.2672)  -0.4305
C (0.3505, 3.4575, -1.0180)  -0.8342
C (-0.9405, 2.6950, -1.5055)  -0.9348
C (-1.7495, 1.9806, -0.3295)  -0.2625
C (-2.3109, 2.9875, 0.7413)  -0.5110
C (-3.6352, 3.7449, 0.3247)  -0.9726
C (-4.7638, 2.7518, -0.2161)  -0.4537
C (-5.2172, 1.6729, 0.8514)  -0.6449
C (-4.7643, 0.1936, 0.5557)  -0.4029
N (-5.5229, -0.4407, -0.5373)  0.2506
C (-6.0980, -1.7176, -0.4227)  -0.4153
C (-6.7969, -2.0355, -1.6578)  -0.5284
C (-6.6091, -0.8941, -2.6162)  -0.6141
C (-5.8229, 0.0260, -1.8047)  -0.0350
H (4.6895, -2.1655, 2.0037)  0.1887
H (5.4116, -0.6792, 2.0684)  0.1513
H (5.9401, -2.1832, -0.9630)  -0.3833
H (4.6857, 0.8634, -2.3624)  0.2893
H (5.9647, 1.1747, -1.1045)  0.3083
H (3.7078, 1.6476, 0.5251)  0.3399
H (4.4339, 2.9751, -0.5310)  0.2699
H (2.2385, 1.1012, -1.7327)  0.0729
H (2.6698, 2.8127, -2.1443)  0.3320
H (1.8221, 3.1714, 0.5837)  0.3040
H (1.0011, 1.6175, 0.1797)  0.2903
H (0.8273, 3.9061, -1.9405)  0.3996
H (0.0913, 4.3441, -0.3634)  0.3984
H (-0.6225, 1.9404, -2.2870)  0.3701
H (-1.6718, 3.3767, -2.0305)  0.3304
H (-2.5224, 1.3475, -0.8354)  0.1504
H (-1.0701, 1.2612, 0.2183)  0.2985
H (-1.5285, 3.7859, 0.9156)  0.3447
H (-2.4974, 2.5129, 1.7492)  0.3512
H (-4.0467, 4.3631, 1.1745)  0.3444
H (-3.4006, 4.4235, -0.5473)  0.3370
H (-5.6936, 3.3339, -0.4976)  0.3602
H (-4.3663, 2.3316, -1.1733)  0.1900
H (-6.3360, 1.6642, 0.9438)  0.3649
H (-4.7947, 1.9630, 1.8557)  0.3981
H (-5.0137, -0.4046, 1.4838)  0.2950
H (-3.6469, 0.0754, 0.4381)  0.1154
H (-5.9800, -2.3101, 0.5093)  0.3012
H (-7.3685, -2.9610, -1.8896)  0.3315
H (-6.9588, -0.7330, -3.6545)  0.3846
H (-5.5286, 0.9907, -2.2683)  0.2540
C (5.8162, -5.1367, 1.1789)  -0.2856
C (5.7414, -6.6223, 1.4741)  -0.3580
O (5.5602, -6.7077, 2.8895)  -0.3239
S (4.7056, -5.4276, 3.3902)  1.0576
O (3.3421, -5.8186, 3.5075)  -0.5426
O (5.4187, -4.8023, 4.4510)  -0.5483
O (4.8641, -4.5337, 2.0568)  -0.2089
H (6.8033, -4.7334, 1.4182)  0.2386
H (5.5749, -4.9082, 0.1416)  0.3047
H (6.6417, -7.1530, 1.1689)  0.3111
H (4.8709, -7.0775, 0.9939)  0.3009

Forces on the atoms, in the same order (eV/Å):
0.073 0.041 -0.280
0.655 0.389 -0.215
0.091 0.058 0.104
-0.136 0.285 0.278
-0.008 -0.675 -0.741
0.192 -0.086 0.923
0.138 0.342 -1.091
-0.369 0.185 -0.052
-0.166 -0.200 0.439
0.822 -0.100 -0.165
-0.385 0.651 0.044
-0.337 -0.582 -0.841
-0.101 0.743 0.402
0.453 -0.248 -0.387
0.007 0.084 1.183
-0.968 -1.183 -1.222
-1.134 -0.093 -2.177
1.106 1.494 0.335
1.580 -0.264 4.592
-1.115 -0.302 -2.677
0.075 0.479 0.110
-0.365 -0.398 -0.082
-0.218 -0.147 -0.019
0.153 0.220 1.033
-1.055 -0.254 -0.146
0.404 0.454 -1.014
-0.596 -0.700 0.230
0.439 0.947 0.492
-0.225 -0.508 0.750
-0.038 -0.642 -0.864
0.125 0.949 -0.335
-0.383 -0.448 1.011
0.032 -0.964 -0.672
-0.391 0.591 0.981
0.856 -0.391 0.466
0.449 0.612 0.672
-0.660 0.726 -0.705
-0.753 -0.940 -0.056
0.325 0.169 -1.110
0.535 -0.592 -0.814
-0.220 -0.434 1.007
1.132 -0.404 0.232
-0.451 0.038 0.952
0.992 0.000 -0.076
-0.424 -0.320 -0.943
0.202 0.536 -1.070
-1.238 0.318 -0.221
-0.148 0.624 -0.963
0.674 0.835 0.483
0.327 -0.214 1.082
0.099 -0.745 1.158
0.584 -0.004 -0.256
-0.407 -0.037 -0.467
0.092 0.535 0.282
0.098 0.162 -0.623
0.346 0.226 0.240
-0.323 -0.342 -0.048
-0.297 -0.698 0.519
-0.024 -0.013 -0.055
-0.184 0.192 0.164
0.011 0.008 0.278
0.053 0.034 -0.052

- LUMO energy: 2.54 eV
- Gap between HOMO and LUMO: 7.4 eV
- Total charge: -1
- HOMO: -0.178 Ha

***

(4)
C5H7NO | ωB97M-V/def2-TZVPD

Last column: Mulliken charge in e.
Positions of all 14 atoms, in Å:
O (1.7902, 0.6343, 1.2596)  -0.4457
C (1.1422, 1.3561, 0.5386)  -0.1727
C (0.3622, 0.9217, -0.6656)  0.2439
C (0.0614, -0.4663, -1.0523)  -0.2338
C (-0.0838, -1.4195, 0.1267)  -0.5411
C (-1.1254, -0.4158, 0.6609)  -0.4035
N (-1.0334, 0.4392, -0.5699)  -0.5434
H (1.0828, 2.4447, 0.7457)  0.3495
H (0.4452, 1.6352, -1.4855)  0.3472
H (0.1220, -0.7683, -2.0958)  0.3394
H (0.8083, -1.6036, 0.7261)  0.2413
H (-0.5393, -2.3663, -0.1727)  0.2780
H (-0.8802, 0.1065, 1.5910)  0.2407
H (-2.1379, -0.8172, 0.7360)  0.3004

Forces on the atoms, in the same order (eV/Å):
-0.293 0.298 -0.312
0.130 -0.245 0.240
0.199 0.047 -0.063
0.174 -0.163 -0.284
0.052 -0.071 0.027
-0.130 -0.039 0.258
-0.208 0.118 0.046
0.032 -0.066 -0.016
-0.008 -0.094 0.124
-0.001 0.065 0.167
-0.134 0.025 -0.102
0.063 0.146 0.050
-0.039 -0.075 -0.127
0.162 0.053 -0.007

- LUMO energy: 0.81 eV
- Energy relative to the best compared isomer or geometry (same formula, charge and spin): 265.6 kJ/mol
- Gap between HOMO and LUMO: 10.3 eV
- HOMO: -0.350 Ha
- SMILES: O=C[C@H]1[C@H]2CCN21

***

(5)
C11H22Cl2ILaO4P2 | ωB97M-V/def2-TZVPD

Last column: Mulliken charge in e.
Positions of all 43 atoms, in Å:
C (0.0359, -2.0235, -4.3633)  -1.2130
C (-0.0261, -1.6501, -2.9296)  0.4939
H (-0.0120, -1.1547, -5.0247)  0.3387
H (-0.8029, -2.6813, -4.6094)  0.4297
H (0.9875, -2.5307, -4.5728)  0.3675
O (-0.0222, -0.5557, -2.4036)  -0.4409
I (-0.1554, -3.3959, -1.7491)  0.0617
La (-0.0033, 0.1110, 1.8117)  1.8611
P (2.4272, -0.3140, -0.1043)  0.5564
C (3.2190, 1.3339, 0.0703)  -1.1698
C (3.4138, -1.3064, 1.0930)  -1.2040
H (4.4647, -1.3638, 0.7757)  0.3819
H (4.2530, -0.8618, -1.6495)  0.5147
H (2.9917, -2.3213, 1.1023)  0.3864
H (2.8296, -1.9206, -1.8723)  0.3362
H (3.2462, 1.6439, 1.1253)  0.3147
H (3.3441, -0.8812, 2.1057)  0.3620
C (3.1526, -0.8894, -1.6789)  -1.3365
H (4.2381, 1.3166, -0.3403)  0.4144
H (2.8022, -0.2682, -2.5124)  0.3375
H (2.6247, 2.0696, -0.4835)  0.3790
P (-2.7055, 0.0396, 0.3053)  0.4911
C (-3.6560, 1.6051, 0.4940)  -1.1090
C (-3.1250, -0.3552, -1.4327)  -1.2434
H (-3.4414, -2.1770, 0.9396)  0.3769
H (-4.8395, -1.0600, 0.8083)  0.3878
H (-3.7592, -0.9975, 2.2448)  0.3680
C (-3.8033, -1.1630, 1.1614)  -1.1528
H (-2.8652, -1.4020, -1.6467)  0.2987
H (-4.1977, -0.1938, -1.6157)  0.4911
H (-4.7261, 1.4163, 0.3165)  0.4201
H (-3.2859, 2.3378, -0.2382)  0.3592
H (-2.5341, 0.2911, -2.0957)  0.3207
H (-3.5092, 2.0050, 1.5074)  0.3252
C (-0.0544, 1.4333, -0.3719)  -0.0987
O (-0.3753, 2.2536, -1.1145)  -0.1429
Cl (0.0164, 3.1167, 2.2947)  -0.0185
C (0.1024, 2.2964, 3.8594)  -0.4059
Cl (-1.5522, 0.7672, 4.0039)  -0.2207
C (1.4999, 1.6773, 4.0411)  0.8639
O (2.2725, 2.1608, 4.8458)  -0.4221
O (1.6892, 0.6114, 3.2454)  -0.5099
H (-0.1592, 2.9806, 4.6573)  0.4494

Forces on the atoms, in the same order (eV/Å):
0.084 0.566 -0.846
-0.045 1.723 0.597
-0.014 0.104 0.264
0.265 -0.097 0.095
-0.300 -0.139 0.170
0.004 -1.564 -0.949
-0.040 -0.470 0.842
0.820 -1.928 -0.862
1.372 -0.072 0.515
-0.244 0.189 0.006
-0.264 -0.186 0.030
-0.288 0.058 0.173
-0.402 0.076 0.207
0.259 0.120 0.068
0.121 0.195 0.050
0.076 -0.127 -0.255
0.119 -0.130 -0.315
-0.480 -0.211 -0.520
-0.268 0.039 0.201
0.084 -0.095 0.189
0.266 0.031 -0.019
-1.777 0.003 -0.430
0.359 0.099 0.190
0.579 -0.055 -0.253
-0.194 0.193 0.117
0.334 0.002 0.116
-0.181 -0.120 -0.166
0.398 -0.084 0.186
-0.102 0.301 0.027
0.338 -0.036 0.176
0.391 0.079 0.063
-0.172 -0.140 0.237
-0.249 -0.193 0.044
-0.198 0.004 -0.274
-1.619 3.636 -3.185
1.336 -2.833 2.151
-0.349 -0.542 0.611
-0.230 0.609 0.411
1.401 1.723 0.273
1.840 -1.973 0.642
-2.004 -0.472 -1.715
-0.426 1.909 1.008
-0.600 -0.189 0.129

- LUMO energy: -8.76 eV
- Gap between HOMO and LUMO: 6.7 eV
- Total charge: +2
- HOMO: -0.568 Ha

***

(6)
C2H4N6O | ωB97M-V/def2-TZVPD

Last column: Mulliken charge in e.
Positions of all 13 atoms, in Å:
C (-1.1502, -0.8346, 0.7759)  0.5645
C (0.2332, -0.0681, -0.8885)  0.3910
H (1.2851, 2.6252, -0.3011)  0.2685
H (1.9677, 1.3954, -1.1649)  0.3100
H (-1.2289, -2.7770, 1.0407)  0.2176
H (-0.9005, -1.6939, -1.0904)  0.3122
N (1.6795, 1.6876, -0.1946)  -0.7820
N (0.4797, 0.9869, -0.0065)  0.7573
N (-0.1420, 1.1832, 1.2220)  -0.2560
N (-1.0559, 0.4174, 1.5240)  -0.3286
N (-1.2628, -1.8836, 1.4929)  -0.5868
N (-0.9178, -0.7527, -0.5798)  -0.2245
O (1.0129, -0.2858, -1.8298)  -0.6431

Forces on the atoms, in the same order (eV/Å):
0.146 -1.392 2.337
2.030 1.053 -1.055
0.908 0.281 -0.049
-0.176 0.274 1.227
0.076 -0.316 -0.669
-0.319 1.794 0.939
-0.220 0.769 -1.100
-0.311 -1.694 0.256
0.141 0.535 -1.503
-0.193 -1.240 0.164
-0.533 1.969 -0.085
0.435 -2.160 -1.982
-1.984 0.129 1.519

- LUMO energy: -0.17 eV
- Energy relative to the best compared isomer or geometry (same formula, charge and spin): 68.0 kJ/mol
- Gap between HOMO and LUMO: 9.5 eV
- HOMO: -0.355 Ha
- SMILES: [H]/N=c1/nnn(N)c(=O)[nH]1